DFT (wB97M-V/def2-TZVPD) results for a molecular structure, C26H66F6N4O10PTi.

Results
Charge: 0
Gap between HOMO and LUMO (alpha / beta), eV: 6.47 / 6.61
E_HOMO (alpha / beta), eV: -8.28 / -8.28
2S+1: 4
Expectation value of S²: 3.75
Lowest unoccupied orbital energy (alpha / beta), eV: -1.812 / -1.669
E, a.u.: -3791.32735

CARTESIAN COORDINATES (ANGSTROEM)
Ti: 0.240 -1.076 -3.396
P: -1.326 0.128 0.812
F: -1.638 -1.427 1.251
F: 0.112 -0.291 0.196
F: -2.063 -0.348 -0.539
F: -0.956 1.665 0.451
F: -2.794 0.590 1.379
F: -0.673 0.453 2.242
C: -1.541 9.064 1.980
O: -1.765 7.882 2.807
C: -2.485 6.813 2.260
C: -2.285 5.530 3.125
N: -2.517 5.711 4.541
C: -1.965 4.471 5.212
C: -0.473 4.492 5.556
O: -0.160 5.562 6.381
C: -0.758 5.768 7.706
H: -0.896 8.946 1.110
H: -0.916 9.727 2.579
H: -2.559 9.338 1.704
H: -2.075 6.669 1.261
H: -3.563 6.970 2.207
H: -1.301 5.182 2.809
H: -2.867 4.717 2.693
H: -1.880 6.477 4.709
H: -2.207 3.551 4.680
H: -2.559 4.245 6.098
H: 0.074 4.709 4.639
H: -0.257 3.555 6.069
H: -0.532 6.763 8.090
H: -0.333 5.150 8.496
H: -1.841 5.648 7.745
C: 4.722 4.151 -5.414
O: 3.234 3.937 -5.357
C: 2.665 3.662 -4.101
C: 3.174 2.450 -3.393
N: 2.802 1.284 -4.263
C: 3.891 0.291 -4.667
C: 4.253 -0.399 -3.392
O: 3.247 -1.325 -3.096
C: 3.791 -2.336 -2.276
H: 5.440 3.370 -5.165
H: 5.099 4.845 -4.663
H: 5.028 4.538 -6.386
H: 1.626 3.543 -4.409
H: 2.714 4.414 -3.313
H: 2.823 2.248 -2.381
H: 4.263 2.433 -3.349
H: 2.618 1.842 -5.085
H: 4.775 0.830 -5.006
H: 3.664 -0.367 -5.506
H: 4.354 0.258 -2.528
H: 5.267 -0.799 -3.407
H: 4.836 -2.183 -2.007
H: 3.693 -3.290 -2.795
H: 3.144 -2.486 -1.412
C: -5.287 3.340 -3.715
O: -4.988 3.941 -4.941
C: -5.530 5.314 -4.994
C: -5.458 5.958 -6.487
N: -4.442 7.047 -6.638
C: -3.050 6.561 -6.469
C: -2.526 5.669 -7.601
O: -2.664 6.212 -8.951
C: -1.872 5.442 -9.887
H: -4.771 3.803 -2.874
H: -5.030 2.283 -3.780
H: -6.351 3.340 -3.479
H: -4.958 5.929 -4.299
H: -6.593 5.380 -4.760
H: -6.445 6.335 -6.756
H: -5.272 5.246 -7.291
H: -4.489 7.238 -7.629
H: -2.865 6.099 -5.499
H: -2.270 7.322 -6.444
H: -3.070 4.725 -7.557
H: -1.552 5.441 -7.170
H: -1.717 4.467 -9.426
H: -0.946 5.981 -10.084
H: -2.395 5.328 -10.837
C: 4.225 -13.196 6.413
O: 3.306 -13.650 5.408
C: 2.150 -12.893 5.248
C: 2.582 -11.573 4.474
N: 1.619 -10.392 4.494
C: 0.251 -10.711 4.052
C: -0.701 -9.522 4.133
O: -0.466 -8.692 2.991
C: -1.491 -7.712 2.869
H: 4.963 -12.441 6.142
H: 4.788 -14.112 6.590
H: 3.882 -12.870 7.394
H: 1.570 -12.708 6.152
H: 1.416 -13.423 4.641
H: 2.893 -11.840 3.464
H: 3.512 -11.170 4.876
H: 1.516 -9.868 5.351
H: -0.218 -11.453 4.699
H: 0.334 -11.070 3.026
H: -0.398 -8.994 5.037
H: -1.731 -9.850 4.275
H: -1.613 -7.210 3.829
H: -2.509 -8.065 2.703
H: -1.443 -7.045 2.009
C: 2.494 -5.170 3.767
C: 2.170 -3.826 3.111
O: 1.525 -3.031 4.062
O: 2.921 -6.062 2.786
H: 1.618 -5.641 4.212
H: 3.267 -5.229 4.534
H: 1.367 -3.898 2.378
H: 3.077 -3.436 2.648
H: 0.975 -2.386 3.611
H: 2.322 -6.808 2.707